# 1
{"formula": "C4H11NO2", "method": "the ωB97M-V functional and the def2-TZVPD basis", "species": ["C", "O", "H", "H", "H", "H", "C", "C", "C", "O", "N", "H", "H", "H", "H", "H", "H", "H"], "positions_angstrom": [[2.0894, 1.1777, -0.1021], [0.8230, 0.7455, -0.4715], [-0.4308, 0.8328, 0.8485], [2.6118, 1.5867, -0.9792], [2.0334, 1.9812, 0.6503], [2.7331, 0.3827, 0.3148], [-2.2335, 0.6822, -0.1668], [0.6329, -1.6139, 0.7257], [-0.2753, -0.7609, -0.1048], [-0.6964, -1.3948, -1.2135], [-1.1231, 0.0801, 0.5619], [-1.1408, -0.7682, -1.8005], [-2.7485, 1.3640, 0.5061], [-1.8910, 1.2745, -1.0251], [-2.9355, -0.0853, -0.4985], [0.0802, -2.4989, 1.0478], [1.4802, -1.9292, 0.1215], [0.9907, -1.0563, 1.5853]], "nbo_charge": [-0.23, -0.81, 0.44, 0.16, 0.15, 0.14, -0.44, -0.66, 0.78, -0.66, -0.66, 0.50, 0.22, 0.19, 0.20, 0.23, 0.23, 0.23], "e_above_lowest_kcal_mol": 67.7, "gap_ev": 9.1, "e_lumo_ev": 0.79}

---

# 2
{"formula": "C5H13N2", "method": "the ωB97M-V functional and the def2-TZVPD basis", "species": ["C", "C", "C", "C", "N", "C", "N", "H", "H", "H", "H", "H", "H", "H", "H", "H", "H", "H", "H", "H"], "positions_angstrom": [[-3.1486, 0.6094, -0.5401], [-2.0552, 0.4997, 0.5496], [-0.9660, -0.4511, 0.3165], [0.3803, 0.0559, 0.1260], [1.4730, -0.6265, 0.0026], [1.2731, -2.0890, -0.1668], [3.4951, 1.6974, -0.0779], [-3.8694, 1.3909, -0.3073], [-3.7312, -0.3159, -0.6112], [-2.6231, 0.1677, 1.4295], [-1.6311, 1.4768, 0.7762], [-0.9757, -1.4288, 0.7969], [0.4528, 1.1248, 0.3303], [3.0114, 0.8193, -0.1260], [0.4196, -2.3099, -0.8030], [1.1571, -2.6047, 0.7890], [2.1486, -2.5360, -0.6408], [3.7744, 2.0205, -0.9842], [-2.7360, 0.7715, -1.5363], [4.1510, 1.7281, 0.6769]], "nbo_charge": [-0.58, -0.54, 0.32, -0.08, -0.11, -0.50, -1.11, 0.26, 0.23, 0.29, 0.27, 0.23, 0.25, 0.36, 0.20, 0.26, 0.26, 0.38, 0.23, 0.38], "e_above_lowest_kcal_mol": 120.5, "gap_ev": 4.2, "e_lumo_ev": -8.01, "total_charge": 1}

---

# 3
{"formula": "C45H60CoF2N3O2", "method": "the ωB97M-V functional and the def2-TZVPD basis", "species": ["Co", "C", "N", "C", "C", "C", "N", "C", "C", "C", "C", "C", "C", "C", "O", "C", "C", "C", "C", "C", "C", "C", "C", "C", "C", "C", "C", "C", "C", "C", "O", "C", "C", "C", "C", "C", "C", "C", "C", "H", "H", "H", "H", "H", "H", "H", "H", "H", "H", "H", "H", "H", "H", "H", "H", "H", "H", "H", "H", "H", "H", "H", "H", "H", "H", "H", "H", "H", "H", "H", "H", "H", "H", "H", "H", "H", "H", "H", "H", "H", "H", "H", "H", "H", "H", "H", "H", "H", "H", "H", "H", "H", "H", "F", "C", "C", "C", "C", "C", "F", "C", "C", "C", "C", "C", "C", "N", "H", "H", "H", "H", "H", "H"], "positions_angstrom": [[-0.8384, -0.4379, 1.1210], [0.6651, 3.2103, -0.4447], [1.1924, 1.8785, -0.6736], [2.6391, 1.9127, -0.6249], [0.7160, 1.3143, -1.9227], [0.5648, -0.2064, -1.9205], [-0.6746, -0.7414, -1.3313], [-1.8418, -0.2018, -2.0494], [-2.4589, 1.1379, -1.6967], [-3.1576, 1.7524, -2.7253], [-3.9808, 2.8498, -2.5222], [-4.0451, 3.3396, -1.2210], [-3.3562, 2.7828, -0.1521], [-2.5549, 1.6131, -0.3672], [-1.9354, 1.0209, 0.6145], [-3.5340, 3.3677, 1.2561], [-2.1716, 3.6980, 1.8846], [-4.2794, 2.3511, 2.1329], [-4.3561, 4.6600, 1.2475], [-4.8366, 3.3846, -3.6692], [-3.9528, 3.7818, -4.8593], [-5.8187, 2.2847, -4.1093], [-5.6625, 4.6045, -3.2550], [-0.6748, -2.1943, -1.6052], [0.2905, -3.0586, -0.8470], [1.1930, -3.8632, -1.5229], [1.9114, -4.8439, -0.8567], [1.6586, -4.9914, 0.5085], [0.7341, -4.2499, 1.2305], [0.0328, -3.2075, 0.5407], [-0.8399, -2.4156, 1.0959], [0.5327, -4.5707, 2.7226], [1.0418, -5.9823, 3.0521], [-0.9381, -4.5301, 3.1691], [1.3266, -3.5509, 3.5503], [2.8656, -5.8104, -1.5575], [2.9442, -5.5551, -3.0649], [4.2804, -5.6745, -0.9765], [2.3668, -7.2522, -1.3583], [1.0256, 3.9361, -1.1976], [0.9777, 3.5581, 0.5414], [-0.4217, 3.1881, -0.4745], [3.0571, 2.6500, -1.3358], [3.0572, 0.9376, -0.8728], [2.9660, 2.1802, 0.3813], [1.4018, 1.5797, -2.7467], [-0.2518, 1.7544, -2.1598], [1.4088, -0.6750, -1.4117], [0.6054, -0.5284, -2.9779], [-2.6501, -0.9247, -1.9137], [-1.6091, -0.1962, -3.1289], [-3.0616, 1.3253, -3.7205], [-4.6734, 4.1984, -1.0289], [-1.5673, 2.7988, 1.9751], [-2.3061, 4.1264, 2.8823], [-1.6410, 4.4283, 1.2677], [-3.7102, 1.4310, 2.2022], [-5.2585, 2.1303, 1.6992], [-4.4252, 2.7438, 3.1441], [-3.8930, 5.4297, 0.6247], [-4.4196, 5.0442, 2.2679], [-5.3764, 4.4858, 0.8981], [-3.3770, 2.9321, -5.2270], [-3.2511, 4.5639, -4.5629], [-4.5640, 4.1584, -5.6849], [-5.2919, 1.4019, -4.4727], [-6.4728, 2.6477, -4.9085], [-6.4393, 1.9807, -3.2643], [-5.0203, 5.4313, -2.9441], [-6.3368, 4.3555, -2.4338], [-6.2682, 4.9404, -4.0998], [-0.5243, -2.3430, -2.6885], [-1.6678, -2.5721, -1.3496], [1.3125, -3.7117, -2.5906], [2.2107, -5.7669, 1.0252], [0.6072, -6.7170, 2.3709], [0.7446, -6.2433, 4.0700], [2.1309, -6.0544, 3.0008], [-1.5378, -5.2317, 2.5832], [-1.3575, -3.5400, 3.0481], [-1.0042, -4.8121, 4.2248], [2.3726, -3.5219, 3.2352], [1.2831, -3.7994, 4.6154], [0.8940, -2.5622, 3.4113], [3.2933, -4.5429, -3.2785], [1.9706, -5.6981, -3.5374], [3.6473, -6.2592, -3.5161], [4.6702, -4.6730, -1.1696], [4.9542, -6.4062, -1.4329], [4.2794, -5.8332, 0.1025], [1.3367, -7.3410, -1.7080], [2.3910, -7.5418, -0.3074], [2.9884, -7.9555, -1.9211], [-4.0348, -0.6455, 5.4711], [-2.8347, -0.3484, 4.9227], [-2.6108, -0.5861, 3.5789], [-1.3498, -0.3651, 3.0423], [-0.3073, 0.1009, 3.8790], [-0.6272, 0.4296, 5.1952], [0.2991, 1.0085, 6.0133], [-1.8658, 0.1946, 5.7463], [1.0373, 0.0291, 3.3180], [2.2221, 0.1290, 4.0545], [3.4316, -0.1949, 3.4789], [3.4477, -0.6673, 2.1707], [2.2492, -0.7005, 1.4898], [1.0853, -0.3083, 1.9991], [-3.4227, -0.9772, 2.9737], [-2.0694, 0.4247, 6.7826], [2.1763, 0.4181, 5.0938], [4.3530, -0.1231, 4.0427], [4.3651, -0.9882, 1.6972], [2.2095, -1.0794, 0.4760]], "lowdin_spin": [2.66, 0.00, 0.00, 0.00, 0.00, 0.00, 0.02, 0.00, 0.00, 0.00, 0.00, 0.00, 0.01, 0.01, 0.06, 0.00, 0.00, 0.00, 0.00, 0.00, 0.00, 0.00, 0.00, 0.00, 0.01, 0.00, 0.01, 0.00, 0.01, 0.01, 0.06, 0.00, 0.00, 0.00, 0.00, 0.00, 0.00, 0.00, 0.00, 0.00, 0.00, 0.00, 0.00, 0.00, 0.00, 0.00, 0.00, 0.00, 0.00, 0.00, 0.00, 0.00, 0.00, 0.00, 0.00, 0.00, 0.00, 0.00, 0.00, 0.00, 0.00, 0.00, 0.00, 0.00, 0.00, 0.00, 0.00, 0.00, 0.00, 0.00, 0.00, 0.00, 0.00, 0.00, 0.00, 0.00, 0.00, 0.00, 0.00, 0.00, 0.00, 0.00, 0.00, 0.00, 0.00, 0.00, 0.00, 0.00, 0.00, 0.00, 0.00, 0.00, 0.00, 0.00, 0.00, 0.01, 0.06, 0.01, 0.00, 0.00, 0.00, 0.01, 0.00, 0.00, 0.00, 0.00, 0.03, 0.00, 0.00, 0.00, 0.00, 0.00, 0.00], "multiplicity": 4, "gap_ev": [6.5, 6.9], "e_lumo_ev": [2.45, 2.45], "s_squared": 3.76, "total_charge": -1}